No. 1
Computed, not measured: 3 unconnected molecules or ions with the total composition C5H15NO2 in a non-equilibrium geometry, with ωB97M-V/def2-TZVPD.

Its expectation value of S² is 0.75. Its orbital gap (alpha / beta) is 8.11 / 5.02 eV. The value obtained for the calculated total energy is -11003.2051 eV. The largest force on an atom is 2.42 eV Å⁻¹. As for the net charge: +1. Its HOMO energy (alpha / beta) is -13.038 / -13.034 eV. For the energy relative to the best compared isomer or geometry (same formula, charge and spin), the calculation gives 259.0 kJ/mol. The spin multiplicity is 2.

The geometry in XYZ format:
```
23
C5H15NO2, DFT ωB97M-V/def2-TZVPD
C 1.626 1.196 1.133
C 2.184 0.613 -0.178
C 1.482 -0.659 -0.660
C -0.185 -0.037 -2.325
C 0.058 -0.408 -1.050
N 1.477 0.141 2.102
H 2.390 1.901 1.465
H 0.766 1.855 0.979
H 3.237 0.361 -0.066
H 2.108 1.370 -0.962
H 2.038 -1.170 -1.456
H 1.510 -1.445 0.096
H -1.049 -0.235 -2.959
H 0.492 0.669 -2.804
H -0.858 -0.580 -0.465
H 0.585 -0.329 2.014
H 1.482 0.383 3.081
H -2.832 0.862 0.506
H -3.346 0.047 -0.620
O -3.143 0.966 -0.406
H -1.914 -2.473 1.154
H -2.832 -1.380 1.346
O -2.162 -1.655 0.723
```

=====

No. 2
Computed, not measured: a molecular structure, C33H36N3O2RuSiTe in a non-equilibrium geometry, with ωB97M-V/def2-TZVPD.

Its orbital gap (alpha / beta) is 6.54 / 6.54 eV. The value obtained for the calculated total energy is -61095.7668 eV. The largest force on an atom is 4.64 eV Å⁻¹. As for the net charge: +3. Its HOMO energy (alpha / beta) is -16.088 / -16.088 eV. For the energy relative to the best compared isomer or geometry (same formula, charge and spin), the calculation gives 353.0 kJ/mol. The spin multiplicity is 1.

The geometry in XYZ format:
```
77
C33H36N3O2RuSiTe, DFT ωB97M-V/def2-TZVPD
Ru 0.715 0.379 -0.321
C 0.296 4.682 0.940
O -0.086 3.794 2.031
C -0.219 2.602 1.510
N -0.106 2.478 0.233
C -0.001 3.837 -0.322
C 0.970 3.990 -1.463
C 1.007 5.199 -2.156
C 1.852 5.357 -3.243
C 2.672 4.315 -3.654
C 2.646 3.110 -2.967
C 1.790 2.956 -1.886
C -0.556 1.421 2.316
C -1.064 1.416 3.607
C -1.470 0.197 4.139
C -1.348 -0.969 3.393
C -0.804 -0.868 2.120
N -0.425 0.298 1.614
C -0.597 -1.981 1.185
N 0.018 -1.804 0.071
C 0.068 -3.091 -0.635
C -0.683 -4.039 0.350
O -1.054 -3.176 1.456
C -0.571 -3.037 -2.010
C -0.380 -4.095 -2.887
C -1.076 -4.149 -4.092
C -1.950 -3.132 -4.449
C -2.106 -2.039 -3.608
C -1.416 -1.985 -2.389
H 1.357 4.910 1.051
H -0.285 5.595 1.012
H -0.995 4.093 -0.706
H 0.371 6.017 -1.837
H 1.865 6.298 -3.778
H 3.331 4.438 -4.502
H 3.301 2.303 -3.273
H 1.776 2.002 -1.344
H -1.161 2.335 4.168
H -1.894 0.158 5.134
H -1.653 -1.930 3.784
H 1.109 -3.404 -0.748
H -0.060 -4.838 0.745
H -1.589 -4.467 -0.075
H 0.283 -4.910 -2.618
H -0.964 -5.012 -4.737
H -2.519 -3.194 -5.366
H -2.822 -1.263 -3.855
H -1.651 -1.211 -1.666
C 3.986 -1.422 0.698
Te 2.996 0.390 1.255
C 4.392 1.640 0.222
H 4.181 -1.424 -0.370
H 3.359 -2.262 0.985
H 4.923 -1.468 1.249
H 5.335 1.599 0.764
H 4.020 2.661 0.218
H 4.534 1.282 -0.794
C -1.322 0.521 -2.685
Si -0.321 -0.787 -3.579
C 1.418 -1.064 -2.912
C -0.640 -1.133 -5.345
C -0.070 -2.232 -6.006
C -0.274 -2.405 -7.361
C -1.030 -1.483 -8.079
C -1.597 -0.391 -7.434
C -1.409 -0.214 -6.075
H -1.013 1.518 -3.014
H -1.214 0.475 -1.590
H -2.386 0.417 -2.904
H 2.157 -0.549 -3.531
H 1.675 -2.123 -2.908
H 1.539 -0.697 -1.870
H 0.529 -2.949 -5.459
H 0.161 -3.257 -7.868
H -1.173 -1.613 -9.143
H -2.188 0.322 -7.992
H -1.849 0.647 -5.583
```

=====

No. 3
Computed, not measured: a molecular structure, C47H39N5RuSTe in a non-equilibrium geometry, with ωB97M-V/def2-TZVPD.

Its expectation value of S² is 0.79. Its orbital gap (alpha / beta) is 5.11 / 5.39 eV. The value obtained for the calculated total energy is -77510.0608 eV. The largest force on an atom is 12.59 eV Å⁻¹. As for the net charge: -1. Its HOMO energy (alpha / beta) is -2.784 / -3.103 eV. For the energy relative to the best compared isomer or geometry (same formula, charge and spin), the calculation gives 1090.4 kJ/mol. The spin multiplicity is 2.

The geometry in XYZ format:
```
94
C47H39N5RuSTe, DFT ωB97M-V/def2-TZVPD
Ru 0.593 -0.120 -0.583
S 5.068 0.865 -0.583
C 4.937 -0.854 -0.583
C 5.954 -1.823 -0.583
C 5.583 -3.171 -0.583
C 4.241 -3.543 -0.583
C 3.237 -2.569 -0.583
C 3.584 -1.203 -0.583
N 2.696 -0.139 -0.583
C 3.371 0.985 -0.583
C 2.621 2.211 -0.583
C 3.114 3.517 -0.583
C 2.217 4.587 -0.583
C 0.841 4.348 -0.583
C 0.359 3.039 -0.583
C 1.251 1.967 -0.583
H 7.001 -1.535 -0.583
H 6.354 -3.939 -0.583
H 3.969 -4.596 -0.583
H 2.189 -2.854 -0.583
H 4.181 3.718 -0.583
H 2.590 5.609 -0.583
H 0.144 5.183 -0.583
H -0.709 2.843 -0.583
N 0.403 -0.178 5.723
C 0.541 -0.090 4.333
C -0.281 0.757 3.594
C -0.208 0.720 2.210
N 0.593 -0.120 1.522
C 1.337 -0.972 2.257
C 1.330 -1.007 3.643
H 0.077 0.678 6.162
H 1.213 -0.567 6.197
H -0.970 1.438 4.080
H -0.821 1.378 1.601
H 1.953 -1.660 1.685
H 1.931 -1.741 4.167
C 0.593 -0.120 -2.725
C 0.018 1.216 -2.666
C 0.841 2.342 -2.752
C 0.283 3.624 -2.785
C -1.104 3.787 -2.731
C -1.930 2.662 -2.639
C -1.369 1.381 -2.607
C -1.679 5.100 -2.786
N -2.144 6.163 -2.830
H 1.583 -0.257 -3.133
H 0.027 -0.915 -3.193
H 1.922 2.233 -2.809
H 0.939 4.490 -2.863
H -3.012 2.772 -2.601
H -2.026 0.516 -2.549
N 1.246 -2.128 -0.583
C 0.484 -3.151 -0.379
C 1.125 -4.509 -0.484
C 0.547 -5.666 0.085
C 1.181 -6.908 -0.018
C 2.402 -7.021 -0.682
C 2.998 -5.890 -1.237
C 2.372 -4.644 -1.135
C -0.974 -2.947 -0.076
C -1.417 -1.782 0.583
C -2.774 -1.585 0.859
C -3.714 -2.541 0.478
C -3.300 -3.697 -0.183
C -1.944 -3.900 -0.460
H -0.382 -5.625 0.633
H 0.726 -7.785 0.424
H 2.890 -7.984 -0.759
H 3.949 -5.976 -1.747
H 2.864 -3.788 -1.578
H -0.720 -1.029 0.912
H -3.097 -0.688 1.373
H -4.764 -2.386 0.691
H -4.030 -4.436 -0.487
H -1.670 -4.796 -0.997
C -2.426 1.970 1.389
Te -1.688 1.538 -0.583
C -3.324 2.806 -1.165
C -4.023 3.315 0.046
C -5.111 4.193 -0.062
C -5.751 4.657 1.092
C -5.308 4.242 2.352
C -4.224 3.365 2.459
C -3.581 2.903 1.302
H -1.623 2.473 1.968
H -2.771 1.032 1.873
H -4.052 2.227 -1.772
H -2.919 3.681 -1.716
H -5.459 4.517 -1.034
H -6.589 5.337 1.010
H -5.803 4.602 3.245
H -3.886 3.047 3.438
H -0.885 -1.194 -0.583
```

=====

No. 4
Computed, not measured: a molecular structure, C8H32N14O8 in a non-equilibrium geometry, with ωB97M-V/def2-TZVPD.

Its orbital gap is 7.46 eV. The value obtained for the calculated total energy is -46031.0201 eV. The largest force on an atom is 19.99 eV Å⁻¹. Its HOMO energy is -7.640 eV. For the energy relative to the best compared isomer or geometry (same formula, charge and spin), the calculation gives 3218.5 kJ/mol. The spin multiplicity is 1.

The geometry in XYZ format:
```
62
C8H32N14O8, DFT ωB97M-V/def2-TZVPD
C 1.007 -2.855 -0.213
O 0.337 -2.556 -1.478
H 0.645 -2.151 0.536
H 0.777 -3.815 0.248
H 2.083 -2.681 -0.210
H -0.564 -2.445 -1.165
C 1.850 3.932 0.078
O 2.475 4.900 0.533
N 1.855 3.430 -1.102
N 0.974 3.267 0.746
H 1.256 2.672 -1.394
H 2.473 3.807 -1.806
H 0.938 2.274 0.563
H 0.948 3.429 1.742
C 0.906 0.611 0.415
O 1.403 1.497 -0.147
N 1.406 0.211 1.561
N -0.056 -0.104 -0.053
H 0.806 -0.396 2.101
H 2.033 0.901 1.949
H -0.113 -0.229 -1.053
H -0.151 -0.945 0.497
C -1.531 -3.157 0.766
O -1.296 -2.052 0.358
N -1.028 -3.618 1.906
N -2.448 -3.899 0.197
H -1.325 -4.516 2.260
H -0.345 -3.097 2.437
H -2.816 -3.463 -0.636
H -2.713 -4.651 0.818
C 2.634 1.760 -2.949
O 3.331 2.405 -3.771
N 3.097 0.779 -2.299
N 1.357 1.926 -2.743
H 2.663 0.596 -1.406
H 4.064 0.503 -2.395
H 0.741 1.264 -2.292
H 1.019 2.720 -3.267
C -0.745 0.186 -2.318
O 0.326 0.300 -1.763
N -1.040 -0.902 -2.953
N -1.665 1.179 -2.387
H -0.335 -1.623 -3.023
H -1.928 -1.025 -3.418
H -1.544 2.038 -1.870
H -2.463 1.058 -2.994
C -2.224 1.185 1.029
O -2.371 -0.019 1.037
N -3.105 2.058 1.547
N -1.155 1.668 0.462
H -3.884 1.792 2.132
H -2.725 2.990 1.462
H -0.424 1.108 0.047
H -1.240 2.639 0.196
C 0.042 -1.770 2.846
O 0.470 -2.931 2.778
N -0.538 -1.143 1.848
N -0.034 -1.128 3.931
H -1.088 -0.347 2.140
H -0.830 -1.762 1.105
H -0.586 -0.293 4.069
H 0.393 -1.511 4.763
```

=====

No. 5
Computed, not measured: a molecular structure, C47H39N5RuSTe in a non-equilibrium geometry, with ωB97M-V/def2-TZVPD.

Its expectation value of S² is 8.81. Its orbital gap (alpha / beta) is 3.74 / 4.83 eV. The value obtained for the calculated total energy is -77518.6109 eV. The largest force on an atom is 6.79 eV Å⁻¹. As for the net charge: -1. Its HOMO energy (alpha / beta) is -1.469 / -3.513 eV. The spin multiplicity is 6.

The geometry in XYZ format:
```
94
C47H39N5RuSTe, DFT ωB97M-V/def2-TZVPD
Ru -0.645 -0.004 -0.657
S -4.781 -0.004 -2.314
C -5.096 -0.004 -0.627
C -6.329 -0.004 0.047
C -6.319 -0.004 1.445
C -5.119 -0.004 2.150
C -3.898 -0.004 1.467
C -3.883 -0.004 0.058
N -2.755 -0.004 -0.742
C -3.076 -0.004 -2.024
C -2.102 -0.004 -3.143
C -2.470 -0.004 -4.500
C -1.502 -0.004 -5.512
C -0.147 -0.004 -5.189
C 0.241 -0.004 -3.854
C -0.729 -0.004 -2.852
H -7.266 -0.004 -0.502
H -7.262 -0.004 1.988
H -5.127 -0.004 3.237
H -2.959 -0.004 2.011
H -3.514 -0.004 -4.804
H -1.810 -0.004 -6.555
H 0.602 -0.004 -5.976
H 1.292 -0.004 -3.582
N -0.834 6.303 -0.717
C -0.671 4.912 -0.711
C -0.871 4.174 -1.874
C -0.832 2.790 -1.802
N -0.645 2.101 -0.657
C -0.512 2.836 0.466
C -0.537 4.223 0.491
H -0.621 6.742 -1.607
H -0.385 6.776 0.062
H -1.057 4.659 -2.825
H -0.967 2.181 -2.692
H -0.391 2.264 1.382
H -0.455 4.747 1.436
C -0.645 -2.146 -0.657
C 0.136 -2.086 -1.884
C 1.531 -2.172 -1.836
C 2.277 -2.205 -3.019
C 1.632 -2.152 -4.258
C 0.238 -2.060 -4.308
C -0.507 -2.028 -3.124
C 2.395 -2.206 -5.471
N 3.012 -2.250 -6.453
H -0.201 -2.554 0.238
H -1.621 -2.613 -0.679
H 2.049 -2.230 -0.881
H 3.362 -2.283 -2.963
H -0.280 -2.021 -5.265
H -1.592 -1.970 -3.181
N -0.645 -0.004 1.455
C -0.644 -0.003 2.713
C -0.208 1.222 3.423
C -0.852 1.613 4.603
C -0.446 2.770 5.272
C 0.599 3.541 4.763
C 1.237 3.160 3.583
C 0.834 2.004 2.911
C -1.079 -1.229 3.419
C -2.164 -1.973 2.940
C -2.569 -3.129 3.609
C -1.889 -3.549 4.752
C -0.801 -2.816 5.227
C -0.394 -1.658 4.562
H -1.680 1.034 5.004
H -0.949 3.072 6.187
H 0.912 4.442 5.283
H 2.048 3.764 3.184
H 1.344 1.719 1.994
H -2.706 -1.655 2.052
H -3.414 -3.703 3.238
H -2.204 -4.451 5.271
H -0.267 -3.149 6.113
H 0.466 -1.108 4.934
C 3.027 -1.828 0.095
Te 2.175 -0.004 -0.657
C 4.245 0.522 -0.915
C 5.109 -0.617 -0.503
C 6.505 -0.540 -0.606
C 7.296 -1.624 -0.212
C 6.694 -2.783 0.288
C 5.301 -2.859 0.393
C 4.509 -1.772 -0.006
H 2.673 -2.673 -0.533
H 2.754 -1.956 1.164
H 4.493 1.398 -0.280
H 4.431 0.718 -1.992
H 6.978 0.355 -0.992
H 8.373 -1.567 -0.293
H 7.305 -3.623 0.593
H 4.841 -3.759 0.781
H 0.411 1.052 0.398
```

=====

No. 6
Computed, not measured: 6 unconnected molecules or ions with the total composition C39H79BrIN5O18P in a non-equilibrium geometry, with ωB97M-V/def2-TZVPD.

Its orbital gap is 6.70 eV. The value obtained for the calculated total energy is -173450.5067 eV. The largest force on an atom is 3.85 eV Å⁻¹. As for the net charge: +1. Its HOMO energy is -11.320 eV. The spin multiplicity is 1.

The geometry in XYZ format:
```
144
C39H79BrIN5O18P, DFT ωB97M-V/def2-TZVPD
C -4.375 6.506 3.266
C -3.470 5.182 3.349
O -2.487 5.271 4.390
C -1.511 4.214 4.275
C -0.204 4.837 3.628
C 1.155 4.117 4.025
C 1.043 2.535 4.174
C 0.300 1.811 2.966
C 0.971 0.524 2.355
C 0.869 -0.786 3.298
C 1.490 -0.597 4.745
C 2.009 -2.033 5.240
C 3.145 -1.944 6.345
C 3.993 -3.315 6.317
C 3.811 -4.206 7.623
C 2.319 -4.318 8.150
O 1.334 -4.559 7.132
C 1.656 -5.693 6.316
N 2.403 0.484 1.949
P 3.411 1.912 1.900
O 4.810 1.508 0.981
Br 2.471 3.595 0.643
C 2.372 -0.017 0.540
N 3.314 -0.845 0.161
I 3.244 -1.640 -1.722
N 1.197 0.542 0.016
C 0.950 0.907 -1.366
C 0.153 2.232 -1.655
N -0.820 2.185 -2.517
C 0.144 0.152 0.992
C -0.097 -1.387 0.652
C -1.335 0.755 0.864
C -2.202 0.238 -0.356
C -3.400 1.267 -0.637
N -4.503 0.521 -1.330
H -4.016 7.312 3.970
H -5.455 6.281 3.532
H -4.386 6.948 2.231
H -3.004 5.077 2.314
H -4.199 4.326 3.519
H -1.940 3.479 3.515
H -1.340 3.661 5.240
H -0.296 4.852 2.492
H -0.160 5.921 3.954
H 1.990 4.450 3.347
H 1.431 4.504 5.061
H 2.076 2.111 4.388
H 0.460 2.356 5.134
H -0.700 1.486 3.396
H 0.170 2.605 2.164
H 1.550 -1.542 2.790
H -0.190 -1.163 3.385
H 0.817 -0.091 5.489
H 2.437 0.025 4.613
H 1.093 -2.602 5.565
H 2.456 -2.632 4.380
H 3.893 -1.136 6.062
H 2.769 -1.751 7.386
H 5.098 -3.048 6.269
H 3.762 -3.958 5.424
H 4.518 -3.857 8.433
H 4.151 -5.261 7.358
H 2.254 -5.187 8.882
H 2.070 -3.351 8.669
H 2.279 -6.476 6.831
H 0.663 -6.171 6.032
H 2.121 -5.370 5.329
H 5.197 2.328 0.622
H 4.087 -1.128 0.777
H 0.454 0.036 -1.913
H 1.954 1.022 -1.896
H 0.358 3.246 -1.227
H -0.923 1.230 -2.887
H 0.703 -2.101 0.997
H -0.155 -1.544 -0.472
H -1.051 -1.729 1.166
H -1.908 0.547 1.824
H -1.323 1.892 0.779
H -2.716 -0.719 -0.020
H -1.635 -0.023 -1.287
H -3.813 1.677 0.346
H -3.071 2.158 -1.240
H -5.278 1.178 -1.508
H -4.887 -0.120 -0.619
C -3.131 4.033 -4.063
O -3.497 5.385 -4.339
C -4.009 6.027 -3.287
O -4.163 5.563 -2.184
O -4.320 7.272 -3.669
C -4.881 8.080 -2.636
H -2.727 3.601 -4.978
H -2.362 3.991 -3.293
H -4.007 3.452 -3.765
H -4.174 8.202 -1.814
H -5.818 7.650 -2.277
H -5.091 9.060 -3.061
C -9.913 2.045 -2.230
O -9.779 3.310 -1.585
C -8.514 3.668 -1.337
O -7.531 3.026 -1.608
O -8.532 4.862 -0.735
C -7.239 5.371 -0.411
H -10.976 1.861 -2.379
H -9.423 2.056 -3.205
H -9.508 1.248 -1.604
H -6.643 5.514 -1.314
H -6.727 4.705 0.285
H -7.373 6.338 0.072
C 3.497 -8.660 -3.449
O 4.411 -7.568 -3.329
C 4.249 -6.838 -2.223
O 3.427 -7.030 -1.368
O 5.162 -5.846 -2.225
C 5.081 -4.998 -1.084
H 3.722 -9.178 -4.380
H 3.624 -9.361 -2.623
H 2.469 -8.299 -3.493
H 5.265 -5.563 -0.169
H 4.109 -4.502 -1.042
H 5.854 -4.236 -1.180
C 10.964 -7.604 -5.371
O 9.818 -6.868 -5.797
C 8.808 -6.871 -4.918
O 8.802 -7.423 -3.848
O 7.806 -6.152 -5.436
C 6.653 -6.070 -4.597
H 11.713 -7.532 -6.158
H 11.379 -7.177 -4.457
H 10.714 -8.656 -5.225
H 6.897 -5.583 -3.655
H 6.236 -7.056 -4.423
H 5.907 -5.466 -5.115
C -1.474 -0.563 -7.220
O -2.399 -0.309 -8.273
C -3.236 0.710 -8.033
O -3.256 1.389 -7.040
O -4.043 0.840 -9.091
C -4.995 1.897 -8.973
H -0.852 -1.404 -7.524
H -0.831 0.303 -7.055
H -2.000 -0.834 -6.303
H -4.491 2.860 -8.878
H -5.660 1.724 -8.126
H -5.591 1.906 -9.885
```